# 1
# C7H14N3S

An isolated ion of composition C7H14N3S and charge +1 at a distorted geometry (the ωB97M-V functional and the def2-TZVPD basis, the OMol25 dataset).

Computed properties:
Total charge: +1
Molecular weight in Da: 172.277
Relative energy (zero: lowest compared OMol25 entry of this formula, charge and spin) in kJ/mol: 282.3
E_LUMO in Eh: -0.1263
Electronic energy in Eh: -837.23476
SMILES string: C=CC[C@H](N)/[NH+]=C/NC(=C)S
E_HOMO in eV: -12.555
HOMO-LUMO gap in eV: 9.1

Bonds (Å) are listed after each position.
Cartesian coordinates (Å):
1 C 2.7804 -2.7272 0.2156  C3 1.355, H12 1.112, H13 1.135
2 C -3.9212 1.5640 -0.0229  C5 1.463, H14 1.058, H15 1.018
3 C 2.3549 -1.7077 -0.5688  C1 1.355, C6 1.555, H16 1.104
4 C -1.2391 0.1899 0.0829  N9 1.325, N10 1.332, H17 1.064
5 C -3.6685 0.1311 0.1307  C2 1.463, N9 1.425, S11 1.720
6 C 2.3671 -0.1671 -0.3595  C3 1.555, C7 1.498, H18 1.034, H19 1.151
7 C 1.0819 0.5814 -0.5383  C6 1.498, N8 1.462, N10 1.580, H20 1.136
8 N 1.1874 2.0187 -0.2912  C7 1.462, H21 1.032, H22 1.024
9 N -2.3775 -0.2253 0.6183  C4 1.325, C5 1.425, H23 1.032
10 N 0.0190 -0.0946 0.4161  C4 1.332, C7 1.580, H24 0.940
11 S -4.6476 -1.1835 -0.3894  C5 1.720, H25 1.302
12 H 2.8829 -3.7187 -0.2771  C1 1.112
13 H 2.8404 -2.6165 1.3439  C1 1.135
14 H -4.8240 1.7766 -0.5312  C2 1.058
15 H -3.3244 2.2700 0.4039  C2 1.018
16 H 2.0084 -1.8290 -1.6095  C3 1.104
17 H -1.3773 0.6516 -0.8659  C4 1.064
18 H 3.1451 0.1412 -0.9671  C6 1.034
19 H 2.9416 -0.1264 0.6374  C6 1.151
20 H 0.6802 0.4363 -1.5910  C7 1.136
21 H 0.8468 2.8196 -0.8450  N8 1.032
22 H 1.8263 2.1976 0.4886  N8 1.024
23 H -2.3666 -0.7301 1.5187  N9 1.032
24 H 0.3327 -0.5636 1.1681  N10 0.940
25 H -5.7962 -0.8480 0.1227  S11 1.302


# 2
# C7H14N5O

An isolated ion of composition C7H14N5O and charge +1 at a distorted geometry (the ωB97M-V functional and the def2-TZVPD basis, the OMol25 dataset).

Computed properties:
Total charge: +1
Molecular weight in Da: 184.223
Relative energy (zero: lowest compared OMol25 entry of this formula, charge and spin) in kJ/mol: 497.2
E_LUMO in Eh: -0.1115
Electronic energy in Eh: -623.67165
SMILES string: CCON1C(C)=NC2=CN(N)C[N@@H+]21
E_HOMO in eV: -11.777
HOMO-LUMO gap in eV: 8.7

Bonds (Å) are listed after each position.
Cartesian coordinates (Å):
1 C -1.2116 -2.5146 0.7333  C2 1.324, N9 1.300, H14 1.077
2 C -0.1147 -1.9126 0.3002  C1 1.324, N8 1.356, N12 1.611
3 C 1.5150 -0.8653 -0.6065  C5 1.442, N8 1.287, N10 1.399
4 C -1.7315 -0.2930 0.6721  N9 1.521, N12 1.481, H15 1.056, H16 1.030
5 C 2.7539 -0.4779 -1.2345  C3 1.442, H17 1.031, H18 1.094, H19 1.097
6 C 0.5899 2.5722 -1.7112  C7 1.495, H20 1.032, H21 1.059, H22 1.103
7 C 0.8429 2.4847 -0.2402  C6 1.495, O13 1.451, H23 1.203, H24 1.144
8 N 1.0372 -2.0429 -0.4026  C2 1.356, C3 1.287
9 N -2.1142 -1.6815 1.1601  C1 1.300, C4 1.521, N11 1.353
10 N 0.6981 0.2141 -0.2531  C3 1.399, N12 1.444, O13 1.344
11 N -3.1057 -1.9262 2.0478  N9 1.353, H25 0.999, H26 0.971
12 N -0.2512 -0.3520 0.6764  C2 1.611, C4 1.481, N10 1.444, H27 1.052
13 O 1.4480 1.2378 0.1888  C7 1.451, N10 1.344
14 H -1.2632 -3.5797 0.8854  C1 1.077
15 H -2.0767 -0.0290 -0.2906  C4 1.056
16 H -2.1998 0.3336 1.3428  C4 1.030
17 H 2.5556 0.3947 -1.7461  C5 1.031
18 H 3.1661 -1.2515 -1.8897  C5 1.094
19 H 3.5213 -0.1252 -0.5350  C5 1.097
20 H 1.4661 2.2723 -2.1663  C6 1.032
21 H -0.1619 1.8561 -1.9216  C6 1.059
22 H 0.5994 3.6453 -1.9643  C6 1.103
23 H -0.2465 2.6885 0.2286  C7 1.203
24 H 1.5068 3.2958 0.2187  C7 1.144
25 H -3.0912 -1.5125 2.9565  N11 0.999
26 H -4.0197 -2.1752 1.8367  N11 0.971
27 H -0.1123 -0.2560 1.7143  N12 1.052


# 3
# C7H14O

A 2-piece molecular cluster, C7H14O overall (the ωB97M-V functional and the def2-TZVPD basis, the OMol25 dataset).

Computed properties:
Molecular weight in Da: 114.188
Relative energy (zero: lowest compared OMol25 entry of this formula, charge and spin) in kJ/mol: 178.2
E_LUMO in Eh: 0.0348
Electronic energy in Eh: -350.29160
SMILES string: C=C(C)[C@@H](C)O.C=C
E_HOMO in eV: -9.269
HOMO-LUMO gap in eV: 10.2

Bonds (Å) are listed after each position.
Cartesian coordinates (Å):
1 C 0.6939 0.8780 0.4373  C2 1.535, C4 1.518, O6 1.408, H8 1.095
2 C 0.5497 2.2064 1.1934  C1 1.535, H9 1.091, H10 1.085, H11 1.088
3 C -1.5514 0.5289 -0.7090  C4 1.497, H12 1.080, H13 1.086, H14 1.091
4 C -0.6399 0.1525 0.4177  C1 1.518, C3 1.497, C5 1.323
5 C -0.9936 -0.7086 1.3579  C4 1.323, H15 1.078, H16 1.076
6 O 1.7467 0.1071 0.9666  C1 1.408, H7 0.963
7 H 1.5464 -0.0835 1.8895  O6 0.963
8 H 0.9964 1.0810 -0.5950  C1 1.095
9 H 0.2405 2.0217 2.2237  C2 1.091
10 H -0.1958 2.8349 0.7169  C2 1.085
11 H 1.5016 2.7328 1.1992  C2 1.088
12 H -2.4624 -0.0510 -0.6788  C3 1.080
13 H -1.0555 0.3585 -1.6596  C3 1.086
14 H -1.8051 1.5887 -0.6541  C3 1.091
15 H -0.3482 -0.9757 2.1790  C5 1.078
16 H -1.9450 -1.2112 1.3342  C5 1.076
17 C 0.5786 -2.2440 -1.0367  C18 1.315, H21 1.078, H22 1.077
18 C 0.6549 -1.5729 -2.1653  C17 1.315, H19 1.079, H20 1.079
19 H 1.4936 -0.9314 -2.3850  C18 1.079
20 H -0.1056 -1.6394 -2.9285  C18 1.079
21 H -0.2494 -2.8977 -0.8151  C17 1.078
22 H 1.3495 -2.1752 -0.2881  C17 1.077


# 4
# C7H14O

A 2-piece molecular cluster, C7H14O overall at a distorted geometry (the ωB97M-V functional and the def2-TZVPD basis, the OMol25 dataset).

Computed properties:
Molecular weight in Da: 114.188
Relative energy (zero: lowest compared OMol25 entry of this formula, charge and spin) in kJ/mol: 230.7
E_LUMO in Eh: 0.0288
Electronic energy in Eh: -350.27158
SMILES string: C/C=C/C=C/CC.O
E_HOMO in eV: -9.081
HOMO-LUMO gap in eV: 9.9

Bonds (Å) are listed after each position.
Cartesian coordinates (Å):
1 C 0.0827 -1.9203 -2.8194  C2 1.533, H8 1.094, H9 1.085, H10 1.088
2 C -1.1189 -1.2226 -2.1723  C1 1.533, C3 1.510, H11 1.120, H12 1.121
3 C -1.0932 -0.8929 -0.6989  C2 1.510, C4 1.326, H13 1.090
4 C -0.0566 -0.3886 -0.0436  C3 1.326, C5 1.508, H14 1.101
5 C -0.1258 -0.1251 1.4391  C4 1.508, C6 1.331, H15 1.073
6 C -0.6197 1.0618 1.7850  C5 1.331, C7 1.514, H16 1.094
7 C -0.8380 1.5235 3.2103  C6 1.514, H17 1.095, H18 1.091, H19 1.089
8 H 0.2996 -2.8547 -2.2925  C1 1.094
9 H 0.0602 -2.1925 -3.8692  C1 1.085
10 H 0.9126 -1.2834 -2.5209  C1 1.088
11 H -2.1417 -1.5028 -2.5317  C2 1.120
12 H -1.2390 -0.2225 -2.6651  C2 1.121
13 H -2.1156 -0.8443 -0.3238  C3 1.090
14 H 0.9589 -0.3780 -0.4678  C4 1.101
15 H 0.3688 -0.8288 2.0806  C5 1.073
16 H -1.1125 1.6203 0.9838  C6 1.094
17 H -1.8295 1.1764 3.5187  C7 1.095
18 H -0.9835 2.5956 3.0724  C7 1.091
19 H 0.0033 1.4045 3.8911  C7 1.089
20 H 3.6154 1.7797 0.9478  O22 0.970
21 H 3.1055 1.8213 -0.5409  O22 0.956
22 O 3.8673 1.6736 0.0176  H20 0.970, H21 0.956


# 5
# C7H14O

One molecule with the formula C7H14O at a distorted geometry (the ωB97M-V functional and the def2-TZVPD basis, the OMol25 dataset).

Computed properties:
Molecular weight in Da: 114.188
Relative energy (zero: lowest compared OMol25 entry of this formula, charge and spin) in kJ/mol: 153.1
E_LUMO in Eh: 0.0368
Electronic energy in Eh: -350.30117
SMILES string: C=CCCCCCO
E_HOMO in eV: -9.640
HOMO-LUMO gap in eV: 10.6

Bonds (Å) are listed after each position.
Cartesian coordinates (Å):
1 C 1.3050 0.0907 -2.1376  O2 1.405, C3 1.509, H9 1.098, H10 1.101
2 O 2.4279 -0.4373 -2.7969  C1 1.405, H11 0.971
3 C 0.4786 -0.9461 -1.4164  C1 1.509, C4 1.538, H12 1.067, H13 1.098
4 C -0.9064 -0.4438 -0.9746  C3 1.538, C5 1.537, H14 1.090, H15 1.099
5 C -0.8676 0.4479 0.2769  C4 1.537, C6 1.532, H16 1.095, H17 1.093
6 C -1.3430 -0.2372 1.5620  C5 1.532, C7 1.523, H18 1.088, H19 1.078
7 C -1.2753 0.6891 2.7687  C6 1.523, C8 1.330, H20 1.085
8 C -0.1095 1.0057 3.3256  C7 1.330, H21 1.084, H22 1.084
9 H 1.5177 0.9198 -1.4494  C1 1.098
10 H 0.7074 0.6466 -2.8761  C1 1.101
11 H 2.3634 -1.4062 -2.7706  O2 0.971
12 H 0.9351 -1.3173 -0.5262  C3 1.067
13 H 0.3370 -1.8427 -2.0336  C3 1.098
14 H -1.5872 -0.0075 -1.7057  C4 1.090
15 H -1.4624 -1.3715 -0.7809  C4 1.099
16 H -1.4487 1.3526 0.0710  C5 1.095
17 H 0.1346 0.8297 0.4890  C5 1.093
18 H -2.3559 -0.6324 1.5132  C6 1.088
19 H -0.6764 -1.0709 1.7155  C6 1.078
20 H -2.2001 0.9335 3.2810  C7 1.085
21 H -0.0694 1.5146 4.2823  C8 1.084
22 H 0.8275 0.7291 2.8562  C8 1.084